Record 1
This record from the OMol25 dataset describes a 2-piece molecular cluster, C30H51F4N2O7PS2 overall at a distorted geometry. The level of theory is ωB97M-V/def2-TZVPD.

Structure (XYZ):
```
97
Properties=species:S:1:pos:R:3:forces:R:3
C 4.011047 4.229268 1.469798 -0.636 -0.532 -0.426
O 5.404033 3.900727 1.229334 -0.676 -1.146 1.459
C 5.634715 2.472591 1.466080 -0.411 -0.452 -1.465
C 5.003837 1.697913 0.190307 0.509 -0.283 0.540
C 5.502574 0.168032 0.089586 -0.589 0.277 -0.581
C 4.294433 -0.712753 -0.506962 -0.259 -0.490 -0.399
C 3.959850 -2.045795 0.325768 0.671 -0.347 -0.609
C 3.803216 -1.829868 1.907830 -0.267 -0.302 -0.538
C 2.893299 -0.573644 2.324964 -0.317 -0.789 -0.252
C 1.353365 -0.985412 2.018241 0.984 0.667 0.989
C 0.306040 0.035317 2.736354 0.655 -0.591 -0.883
C -1.132730 -0.188884 2.060030 0.618 0.888 -1.076
C -1.760107 0.999927 1.149303 -0.503 -1.594 1.253
C -0.987996 2.208883 0.474257 -1.267 0.226 0.256
C -0.594693 1.963824 -1.063256 0.103 0.499 0.080
C -1.808236 1.447591 -1.974432 0.635 1.460 -0.875
N -1.238464 0.676646 -3.107429 -1.385 -0.930 1.166
C -2.065622 -0.498904 -3.482232 0.521 -0.631 -1.140
C -1.291890 -1.907565 -3.372914 1.045 -2.810 -0.227
C -1.836442 -3.069556 -4.247279 2.957 -0.939 2.306
C -1.166899 -4.461459 -4.201916 1.167 2.960 1.936
C 0.071420 -4.704291 -3.306423 -1.442 2.836 0.024
C 0.653498 -3.577532 -2.425568 -3.535 0.744 -2.375
C -0.073419 -2.188866 -2.468463 -0.727 -2.556 -1.609
O 0.469334 -1.176427 -1.603635 0.113 -0.942 -1.788
N -3.077259 0.712970 1.101750 1.526 0.848 -0.125
C -3.577458 -0.486428 1.870534 -0.495 -1.471 1.851
C -3.966922 -1.727550 0.929085 0.301 -0.322 -2.202
C -2.894706 -2.104886 -0.199716 -0.064 -0.063 -0.677
F -4.298491 -2.931473 1.627543 0.576 2.162 -0.463
C -2.400242 -0.602670 2.948821 1.599 0.725 -2.064
P -2.920973 0.475667 4.433418 -0.828 -0.444 1.950
C -1.444733 1.224530 5.341701 0.883 1.505 -1.309
C -3.987279 1.948744 3.920466 -0.369 1.239 -0.904
S -2.021707 -2.226656 3.768920 -1.924 -2.796 6.418
C -1.245363 -3.492324 2.653259 0.671 -1.041 -0.850
O -1.057057 -2.067675 4.944863 -1.206 0.780 -4.009
O -3.316325 -2.736158 4.391092 2.928 1.216 -3.118
H 3.488071 3.436294 2.126371 0.896 1.135 -0.740
H 3.924662 5.236937 1.993132 0.212 -1.267 -0.923
H 3.450521 4.195259 0.459065 0.748 0.438 1.562
H 6.746917 2.217133 1.531289 -1.421 0.870 -0.166
H 5.152919 2.128634 2.454255 0.544 0.495 -1.438
H 3.857748 1.766987 0.259750 1.672 -0.266 -0.076
H 5.292186 2.205828 -0.800063 -0.322 -0.424 1.705
H 6.386791 0.126155 -0.651836 -1.378 0.063 1.242
H 5.900765 -0.259549 1.074712 -0.782 0.733 -1.220
H 3.299558 -0.128363 -0.599463 1.697 -0.552 0.281
H 4.585899 -0.964965 -1.597198 -0.649 0.071 1.744
H 3.036969 -2.574468 -0.129203 1.326 1.002 0.753
H 4.843644 -2.768709 0.141122 -1.399 0.974 0.461
H 4.850884 -1.813196 2.356213 -1.477 0.238 -0.403
H 3.272927 -2.769592 2.319860 0.962 1.383 -0.490
H 3.122765 0.373469 1.720627 -0.078 -1.360 0.976
H 3.082844 -0.384738 3.438769 -0.520 -0.095 -1.514
H 1.233159 -2.042062 2.472129 -0.134 1.654 -0.904
H 1.243122 -0.993946 0.880086 -0.120 -0.137 1.496
H 0.642829 1.109113 2.548027 -0.349 -1.388 0.419
H 0.360335 -0.212682 3.846643 -0.498 0.526 -1.510
H -0.875052 -0.952356 1.224633 -0.901 0.858 1.198
H -0.051629 2.465686 1.070185 -1.368 -0.586 -0.612
H -1.698619 3.120559 0.531541 1.019 -1.438 -0.050
H 0.339369 1.306978 -1.095668 -1.643 0.557 -0.099
H -0.266873 2.987671 -1.486857 -0.482 -1.578 0.835
H -2.631872 0.891950 -1.410992 1.394 0.397 -0.760
H -2.314183 2.388853 -2.423510 0.581 -1.265 0.953
H -1.003492 1.273549 -3.908924 -0.474 -0.085 0.155
H -3.029435 -0.619335 -2.877443 1.257 0.439 -0.663
H -2.382344 -0.333780 -4.582471 0.413 -0.677 1.657
H -2.750259 -2.887272 -4.904448 1.506 -0.272 0.980
H -1.573175 -5.307820 -4.842344 0.648 1.305 0.996
H 0.519109 -5.752860 -3.316943 -0.556 1.752 0.109
H 1.571147 -3.689692 -1.748279 -1.601 0.091 -1.211
H 1.125156 -0.703834 -2.178236 -0.889 -0.288 0.731
H -3.723910 1.329591 0.591664 0.337 -0.481 0.225
H -4.545867 -0.345328 2.482142 1.438 0.530 -1.170
H -4.925633 -1.412486 0.363942 1.387 -0.402 1.094
H -2.168740 -2.934152 0.115175 -1.099 1.373 -0.277
H -3.440845 -2.508655 -1.131897 0.774 0.572 1.552
H -2.297828 -1.191280 -0.582187 -0.907 -1.469 0.740
H -1.861937 1.998527 6.082795 0.537 -1.437 -0.937
H -0.825327 1.841306 4.580548 -0.760 -0.826 1.307
H -0.738888 0.468610 5.815507 -1.366 0.847 -0.523
H -4.889980 1.661222 3.260098 1.496 0.214 1.102
H -3.432086 2.783936 3.372535 -0.664 -0.965 0.693
H -4.456705 2.422535 4.863660 0.973 -1.014 -1.310
H -0.426493 -4.038914 3.256879 -1.487 1.203 -0.563
H -2.006998 -4.279504 2.312172 0.798 1.514 0.656
H -0.724724 -3.061384 1.736713 -0.814 -0.309 1.282
C -2.788910 3.593439 -6.949872 -1.051 0.303 -0.301
F -3.296826 4.478475 -6.055315 0.467 -0.353 -0.145
F -3.564023 2.482739 -6.856664 0.537 0.206 0.093
F -3.034453 4.117548 -8.173010 0.475 -0.292 0.547
S -0.984831 3.238914 -6.666963 2.268 -0.030 -0.680
O -0.916105 2.686507 -5.313698 -0.740 0.039 0.092
O -0.317023 4.526442 -6.801466 -1.061 -0.504 0.222
O -0.616130 2.282939 -7.702626 -0.934 0.413 0.567
```
Forces are in eV/Å.

Properties
E = -91066.6143 eV
Frontier orbital gap = 5.57 eV
E_HOMO = -8.03 eV
Largest force on an atom = 7.26 eV/A


Record 2
This record from the OMol25 dataset describes a 2-piece molecular cluster, CH3IOS2 overall at a distorted geometry. The level of theory is ωB97M-V/def2-TZVPD.

Structure (XYZ):
```
8
Properties=species:S:1:pos:R:3:forces:R:3
C 0.441757 -0.629013 1.124745 -0.495 -1.518 -1.270
O 1.375994 0.364467 -1.234085 0.105 1.569 -1.197
S -1.065733 -0.811414 0.099703 0.877 0.621 -0.043
S 0.896864 -0.894983 -0.735055 -1.592 -1.199 2.743
I 4.310114 0.297571 0.111850 3.081 -0.288 0.923
H 0.740502 0.331187 1.579307 -0.235 -0.555 -0.540
H 0.508930 -1.566710 1.698747 0.551 0.845 0.035
H 2.855177 0.439037 -0.241875 -2.293 0.525 -0.651
```
Forces are in eV/Å.

Properties
Energy above the lowest of the compared OMol25 structures with the same formula, charge and spin = 140.9 kJ/mol
E = -32902.3594 eV
Frontier orbital gap = 9.47 eV
E_HOMO = -9.74 eV
Largest force on an atom = 3.39 eV/A


Record 3
This record from the OMol25 dataset describes a 2-piece molecular cluster, C6H14N2O2 overall at a distorted geometry. The level of theory is ωB97M-V/def2-TZVPD.

Structure (XYZ):
```
24
Properties=species:S:1:pos:R:3:forces:R:3
C 0.289675 3.205894 -0.814683 -0.557 -0.522 0.132
C 1.620053 1.033522 1.946485 0.699 -0.671 0.691
C 0.304928 2.069814 0.161159 1.651 -0.874 0.971
O -0.687075 1.490176 0.571754 -0.443 0.371 -0.329
N 1.527162 1.833130 0.750746 -0.693 -0.178 0.555
H 1.228982 3.740206 -0.827633 0.037 0.423 0.289
H 2.421821 1.951410 0.295032 -0.246 0.492 -0.382
H 0.710360 0.958320 2.532035 -0.341 0.337 -0.388
H 0.120551 2.867972 -1.830204 -0.453 -0.095 -0.119
H -0.580186 3.729398 -0.390009 0.377 0.622 -0.764
H 1.922915 -0.004649 1.744987 0.034 0.041 -0.133
H 2.372098 1.445267 2.644619 -0.107 0.002 -0.457
C -2.554687 -1.519014 0.240714 1.873 -0.170 1.622
C 0.656217 -2.609772 -1.328279 0.411 0.691 -0.277
C -0.748428 -2.020532 -1.248528 0.446 -1.449 1.205
O -1.589953 -2.244293 -2.105635 0.081 0.449 -0.380
N -1.092842 -1.598791 -0.001528 -1.058 0.238 -1.012
H -0.387730 -1.400927 0.688503 -0.171 0.225 0.021
H -3.028314 -0.723609 -0.306842 -0.227 -0.020 -0.437
H 1.208889 -2.315243 -2.210924 -0.263 0.038 -0.532
H -2.874185 -2.529280 0.053275 -0.923 -0.079 -0.556
H -2.712747 -1.357375 1.315145 0.133 0.218 -0.233
H 1.330236 -2.307815 -0.529537 -0.255 -0.076 0.430
H 0.542253 -3.693800 -1.350651 -0.005 -0.012 0.082
```
Forces are in eV/Å.

Properties
Energy above the lowest of the compared OMol25 structures with the same formula, charge and spin = 121.4 kJ/mol
E = -13523.5052 eV
Frontier orbital gap (spin up / spin down) = 2.78 / 9.54 eV
2S+1 = 2
E_HOMO (spin up / spin down) = 0.92 / -6.00 eV
⟨S²⟩ = 0.7503
Largest force on an atom = 2.48 eV/A
Net charge = -1


Record 4
This record from the OMol25 dataset describes an isolated ion of composition C2HBr2Cl2O4P and charge -2 at a distorted geometry. The level of theory is ωB97M-V/def2-TZVPD.

Structure (XYZ):
```
12
Properties=species:S:1:pos:R:3:forces:R:3
O -1.125613 -2.919973 1.251179 0.894 1.918 -0.530
P -0.110408 -1.871271 0.722735 -2.943 -3.215 -0.712
O 0.963663 -1.478938 1.676400 0.966 0.718 0.872
O 0.322510 -2.089922 -0.713633 0.319 -0.257 0.537
O -1.047483 -0.260223 0.449209 3.483 1.273 0.118
C 0.146509 0.626585 0.275779 -3.341 -2.619 1.366
Br 0.250996 1.928159 1.701130 -0.085 0.654 0.975
C 0.010180 1.328820 -1.014125 -1.239 0.106 -1.265
Cl -1.640766 2.129104 -1.137875 0.117 -0.325 0.054
Cl 1.112381 2.648103 -1.304303 1.099 0.448 -0.164
Br 0.148569 0.022238 -2.422576 -0.019 0.535 -0.598
H 0.969463 -0.062683 0.516080 0.750 0.764 -0.651
```
Forces are in eV/Å.

Properties
Energy above the lowest of the compared OMol25 structures with the same formula, charge and spin = 0.0 kJ/mol
E = -184700.6929 eV
Frontier orbital gap = 5.26 eV
SMILES string = O=P([O-])([O-])O[C@H](Br)C(Cl)(Cl)Br
E_HOMO = -0.27 eV
Largest force on an atom = 4.46 eV/A
Net charge = -2


Record 5
This record from the OMol25 dataset describes a 2-piece molecular cluster, C3H12NO2 overall at a distorted geometry. The level of theory is ωB97M-V/def2-TZVPD.

Structure (XYZ):
```
18
Properties=species:S:1:pos:R:3:forces:R:3
C 0.729729 -0.300196 -0.586019 1.685 -2.713 -1.357
C 0.012064 -1.053945 0.571573 2.530 0.206 -0.058
C 0.864661 -1.130138 1.824589 -0.407 0.049 1.355
O -1.142783 -0.444310 0.868156 -3.244 1.955 0.254
N -0.177110 -0.015726 -1.793816 2.635 -2.070 -2.438
H 1.067660 0.625166 -0.262444 0.208 2.074 0.603
H 1.685494 -0.791630 -0.979501 -1.490 0.170 0.609
H -0.129706 -2.079312 0.251432 -0.609 -0.204 -0.187
H 1.860029 -1.285797 1.531059 1.690 -0.051 -0.010
H 0.572742 -2.024091 2.371623 -0.075 -0.118 -0.012
H 0.790608 -0.319991 2.630586 0.012 -0.542 -1.700
H -1.024635 0.352936 1.445842 0.085 -1.181 -0.734
H -0.507573 -0.832335 -2.386918 0.121 0.374 1.812
H 0.444793 0.393940 -2.624286 -2.081 0.538 2.727
H -0.949296 0.380310 -1.281254 -1.065 1.628 -0.738
H -1.762657 2.840544 0.169108 -3.157 1.705 2.325
H -1.205444 3.128164 -1.350239 0.006 -2.148 4.431
O -1.128578 2.556409 -0.399496 3.157 0.326 -6.883
```
Forces are in eV/Å.

Properties
Energy above the lowest of the compared OMol25 structures with the same formula, charge and spin = 217.1 kJ/mol
E = -8882.6242 eV
Frontier orbital gap = 10.98 eV
E_HOMO = -14.68 eV
Largest force on an atom = 7.58 eV/A
Net charge = +1


Record 6
This record from the OMol25 dataset describes a 2-piece molecular cluster, C4H7O3 overall at a distorted geometry. The level of theory is ωB97M-V/def2-TZVPD.

Structure (XYZ):
```
14
Properties=species:S:1:pos:R:3:forces:R:3
C -0.071409 0.609010 1.335681 -0.951 0.178 -1.724
C -0.521389 0.718851 0.041350 0.403 0.078 1.267
O 0.235780 0.642044 -1.069308 -0.260 -0.077 0.611
C -1.958491 0.960947 -0.313765 -0.227 -0.047 -0.999
H -0.766295 0.706193 2.165372 0.023 -0.085 -0.216
H 0.953201 0.360266 1.531591 0.299 0.014 0.041
H 1.074807 0.139893 -0.817518 0.307 0.213 -0.034
H -2.600692 1.034206 0.544489 -0.198 0.008 0.537
H -2.065778 1.903118 -0.893068 0.125 -0.516 0.182
H -2.334013 0.124027 -0.957033 0.385 0.652 0.438
O 0.845391 -2.210770 -0.656439 1.513 0.285 0.252
C 2.007561 -1.809380 -0.399361 -0.932 0.650 0.006
O 2.412160 -0.590452 -0.289726 -0.507 -1.419 -0.341
H 2.789167 -2.587954 -0.222266 0.020 0.067 -0.020
```
Forces are in eV/Å.

Properties
Energy above the lowest of the compared OMol25 structures with the same formula, charge and spin = 60.4 kJ/mol
E = -10405.2451 eV
Frontier orbital gap = 8.35 eV
E_HOMO = -4.24 eV
Largest force on an atom = 1.98 eV/A
Net charge = -1


Record 7
This record from the OMol25 dataset describes a 7-piece molecular cluster, C3H23N2O6 overall at a distorted geometry. The level of theory is ωB97M-V/def2-TZVPD.

Structure (XYZ):
```
34
Properties=species:S:1:pos:R:3:forces:R:3
C 1.800301 0.795834 -2.447191 0.371 -0.987 4.068
C 1.734301 1.952037 -1.392564 2.029 -0.096 -3.388
C 0.453985 2.566739 -1.206578 -2.847 3.131 4.666
N -0.464616 1.704472 -0.260001 -0.426 0.194 1.369
N 0.906103 -0.284637 -2.052783 -3.114 -1.380 -1.657
H 2.760528 0.357868 -2.325528 1.393 0.215 -0.572
H 1.646595 1.133715 -3.396855 -0.554 0.748 -2.557
H 2.125447 1.555070 -0.484657 0.323 0.048 0.899
H 2.378203 2.811327 -1.755119 -0.173 -1.171 0.477
H 0.576945 3.595142 -0.688552 0.291 -1.743 0.259
H -0.202552 3.043147 -1.891275 -0.426 -1.027 -2.001
H -1.340855 2.173989 0.209992 1.608 -0.749 -1.412
H -0.004905 1.368656 0.668030 -0.484 0.455 -2.305
H -0.708513 0.862028 -0.854595 -0.050 0.673 1.164
H 1.249777 -1.042985 -1.462131 0.414 0.513 -0.336
H 0.338101 -0.744219 -2.851148 1.534 1.220 1.736
H -1.244854 -1.039031 2.408957 0.233 -1.056 -0.160
H -2.407517 -0.384993 1.457695 1.120 -0.438 0.750
O -1.708977 -0.258114 2.136392 -1.180 1.811 -0.508
H 0.727415 -1.149976 3.666968 0.148 -0.290 0.684
H 0.458802 -2.709993 3.239158 0.055 2.477 -0.186
O 0.386602 -1.726308 2.985514 -0.087 -2.254 -0.180
H -1.828171 -4.376392 -0.044433 1.206 1.057 -0.702
H -0.606844 -4.379656 -0.996506 -0.210 0.346 0.316
O -1.134171 -3.774977 -0.444671 -1.039 -1.289 0.371
H -2.694218 -1.250167 -0.803520 0.629 0.568 -0.151
H -1.205551 -1.258260 -0.897879 2.143 -1.900 -0.198
O -1.903697 -0.669836 -0.792663 -2.988 1.008 0.221
H 1.765180 -1.796494 1.562793 -0.590 -1.121 -0.617
H 2.733429 -1.882796 0.504500 1.578 0.218 -0.987
O 1.978509 -2.366623 0.779061 -0.930 0.877 1.321
H -2.775345 2.878006 2.477785 -1.670 0.984 0.394
H -1.843385 1.727168 2.764832 -0.020 1.612 -1.660
O -1.946051 2.570261 2.186972 1.712 -2.655 0.881
```
Forces are in eV/Å.

Properties
Energy above the lowest of the compared OMol25 structures with the same formula, charge and spin = 219.9 kJ/mol
E = -18742.7332 eV
Frontier orbital gap = 9.90 eV
E_HOMO = -12.47 eV
Largest force on an atom = 6.30 eV/A
Net charge = +1